1.
48
Properties=species:S:1:pos:R:3:forces:R:3 method="wB97M-V/def2-TZVPD" homo_lumo_gap_ev=7.02 energy_ha=-1432.9370 e_lumo_ev=-11.2 charge=+3
H -0.71900 5.08107 1.14363 0.02 -0.01 0.04
N 2.37050 0.37579 0.82976 0.14 -0.05 0.07
C -2.46161 4.08051 1.90195 0.01 -0.02 0.01
N 0.07208 -0.35714 -2.49041 -0.17 0.07 -0.30
H 2.29149 1.34510 1.13904 -0.03 -0.01 0.03
C 3.87732 -1.13006 -0.38786 -0.03 0.03 -0.02
H -0.05040 -1.43949 4.70322 -0.02 0.01 0.00
C 3.82350 0.04907 0.55723 -0.06 0.01 -0.05
C -1.27546 -0.38285 -2.36475 0.25 0.13 -0.04
H 2.01288 -0.19715 1.59898 0.03 -0.01 -0.01
H -0.54272 -3.78124 4.09752 0.05 -0.01 -0.01
H 0.34964 -0.74281 -5.81527 -0.01 0.02 0.00
C -0.58001 -3.01164 3.33749 -0.03 -0.02 -0.01
H -0.25425 0.34311 3.00945 -0.01 -0.01 0.00
H 3.62087 -0.01958 -2.12503 0.05 -0.08 -0.04
H 4.27502 0.93529 0.11001 0.01 -0.01 0.00
H -1.13697 -4.38286 1.78126 -0.03 0.01 0.00
H 4.90364 -1.40571 -0.62845 0.02 0.07 -0.01
C -0.30840 -1.69049 3.68308 0.00 0.03 0.00
H 0.27004 3.02642 0.20997 -0.01 0.00 -0.03
P -0.80781 0.24917 0.20661 -0.41 -0.24 -0.03
C -0.92638 -3.35219 2.03265 0.02 0.01 0.01
C -1.23248 4.13601 1.25504 0.01 -0.01 -0.03
H -2.88995 4.98382 2.31562 -0.02 0.01 -0.03
H -1.30436 -2.63377 0.05153 0.00 0.00 0.00
C -1.01436 -2.37034 1.06174 0.01 0.02 -0.05
Au 1.21943 -0.00674 -0.85901 -0.12 -0.05 -0.14
C -3.14481 2.87543 2.03771 -0.05 -0.04 0.05
C -2.09780 -0.54162 -3.47646 -0.02 -0.04 0.09
C 0.63067 -0.48074 -3.73337 -0.07 -0.01 0.16
H -3.17212 -0.55078 -3.35035 0.00 -0.01 0.01
C -0.12871 -0.64515 -4.85135 -0.06 -0.02 -0.02
H -4.09921 2.84625 2.54613 0.01 0.01 0.01
N 3.11268 -0.74807 -1.62078 0.20 0.15 0.14
H 3.03589 -1.54071 -2.25628 -0.02 -0.04 0.05
H 3.38669 -2.00152 0.04816 0.04 -0.03 -0.02
C -2.59981 1.70364 1.54360 0.09 0.17 0.10
H 1.70619 -0.42929 -3.79338 0.01 0.03 0.01
H 4.33847 -0.15491 1.49455 -0.03 -0.02 0.02
C -0.76763 -1.03472 1.41111 -0.02 -0.02 0.15
H -2.15176 -0.78520 -5.59258 0.00 -0.02 0.00
C -0.40401 -0.69401 2.72695 -0.05 -0.01 0.01
H -2.77674 -0.14252 -0.99300 -0.01 -0.02 -0.02
C -1.36293 1.77074 0.88082 0.24 -0.01 0.07
C -1.52353 -0.67342 -4.71810 0.06 0.00 -0.07
C -0.67671 2.97857 0.73680 -0.05 0.06 -0.12
N -1.77020 -0.21596 -1.09264 0.03 -0.02 0.06
H -3.11684 0.76266 1.69745 0.00 0.00 -0.03

=====

2.
50
Properties=species:S:1:pos:R:3:forces:R:3 method="wB97M-V/def2-TZVPD" homo_lumo_gap_ev=7.05 energy_ha=-3449.4631 e_lumo_ev=0.1
C -3.29185 0.74461 -3.73426 0.15 -0.17 0.07
H -3.68771 0.80829 1.84121 -0.12 0.08 0.09
H -1.93105 4.47177 0.03883 -0.17 -0.25 0.20
H -0.85649 3.79338 -3.15554 0.03 -0.29 0.09
H -0.86292 0.67987 0.98499 -0.90 -1.92 1.16
C -2.90716 0.22405 2.33201 -0.42 0.91 0.12
H -2.75696 -1.89872 -0.58674 0.23 0.37 0.32
H -1.93540 -2.58633 2.34444 0.35 0.83 -0.43
C 3.08280 0.07483 -2.79696 -0.79 0.18 0.92
C 2.39258 1.06501 -0.67893 0.55 -0.38 -1.86
Cl 4.69938 2.00078 -1.78792 0.34 0.08 0.05
C -1.97586 3.37250 0.02434 0.20 0.09 -0.13
H 1.14072 3.23991 1.23008 -0.51 0.13 -0.09
C -2.90713 -0.84381 -0.30127 0.24 0.28 -0.56
N -0.54913 2.88935 -0.04336 -0.08 2.44 0.94
C 3.32951 0.97706 -1.73715 -0.73 -0.71 -0.02
Cl 4.11821 0.02361 -4.14283 0.34 0.00 -0.39
P -1.77958 -0.51144 1.12903 -0.64 -1.86 1.20
H -0.75607 -4.37070 0.60036 0.03 -0.07 -0.26
H -2.10019 2.37318 -4.55690 -0.25 -0.23 0.12
H -0.17474 -2.09289 2.07902 -0.34 -0.01 -0.33
H -2.44015 2.98961 0.94434 0.14 0.14 -0.30
C -1.60928 0.96509 -1.49546 0.63 0.19 1.09
C -1.20492 -2.02978 1.71277 0.71 1.45 0.57
H -0.43395 3.18547 2.06761 0.09 0.08 -0.29
C -3.48220 -0.08564 -2.62556 0.18 0.36 0.20
Be -0.37714 1.29608 -0.23049 0.03 -2.06 -2.56
Cl 2.89975 1.87913 0.76554 0.02 0.16 -0.04
Cl 0.03142 -1.99984 -1.34598 -0.34 0.55 -0.08
C 1.98111 -0.80632 -2.71390 0.46 0.88 0.81
C 0.08544 3.51260 1.15633 0.22 0.15 0.07
H 1.18834 3.38614 -1.18306 -0.50 -0.08 0.11
H -2.35956 0.88695 3.01223 -0.07 -0.27 0.00
C -2.65661 0.05444 -1.48984 -0.64 -0.25 -1.18
H 0.43551 2.62547 -3.19493 -0.23 -0.02 0.23
C 1.14568 0.45184 -0.79042 -0.09 -0.18 1.97
C -0.43812 2.94176 -2.59833 0.66 0.46 -0.36
H -0.00246 4.60245 1.05076 0.03 -0.17 0.23
C 1.10599 -0.67311 -1.61553 0.60 0.20 -1.38
H -3.91924 0.65620 -4.62173 0.11 -0.08 0.27
H -3.95829 -0.77491 0.03501 0.45 0.17 0.12
H -0.87162 -3.61416 0.66116 0.06 -0.75 -0.05
Cl 1.68162 -1.93648 -3.95996 0.11 -0.23 -0.06
H -3.36131 -0.58859 2.91060 0.14 0.17 -0.21
C -2.27874 1.70105 -3.71368 0.28 0.16 0.63
C 0.09540 3.50761 -1.25996 -0.15 -0.10 0.01
C -1.45935 1.83157 -2.57416 -0.77 -0.35 -1.20
H -4.26962 -0.84019 -2.62500 0.09 0.20 -0.07
H -0.12098 4.58693 -1.20355 0.11 -0.26 0.03
H -2.55608 3.05951 -0.84358 0.19 -0.05 0.23

=====

3.
53
Properties=species:S:1:pos:R:3:forces:R:3 method="wB97M-V/def2-TZVPD" homo_lumo_gap_ev=8.39 energy_ha=-6542.5350 e_lumo_ev=-0.7
Br -3.20095 -2.06590 1.23840 -0.02 -0.07 0.08
H -4.89051 -4.69634 6.54686 0.03 -0.01 -0.06
O 3.38331 4.11438 -4.75434 0.00 -0.01 0.02
H 1.40750 3.22181 -7.84555 0.02 0.07 0.06
C -1.00003 -2.64945 4.84952 0.07 -0.29 0.02
C 5.44274 -0.15567 1.89000 0.08 0.00 0.09
H 3.15847 4.77461 -8.72131 -0.05 -0.01 -0.01
C 2.74183 4.14363 -5.92303 0.02 -0.06 0.01
O 3.25460 -0.55647 0.46270 -0.06 -0.02 0.05
C -3.92010 -2.70474 3.92322 -0.16 -0.08 0.16
H 3.61156 -0.76763 -3.20126 0.11 0.03 0.03
H -5.22182 -1.25726 2.94926 0.09 -0.02 -0.03
H -2.96412 -4.25121 5.08243 -0.01 0.00 -0.08
C 3.17631 5.27052 -3.93770 0.02 0.03 0.13
Br -0.06555 -2.09671 2.23490 0.08 -0.02 -0.06
C -6.10625 -3.21984 5.57016 0.15 0.16 -0.30
H 2.06988 1.08323 -1.31142 -0.03 -0.07 0.00
O 2.00969 5.02127 -6.29926 -0.01 0.04 -0.01
C -4.94786 -3.94739 5.76705 -0.21 -0.05 0.03
C 4.28994 -0.35218 -0.11729 0.03 0.02 -0.05
O 5.47432 -0.14926 0.46070 0.01 -0.01 0.00
C 2.45132 2.91395 -7.89234 -0.11 -0.08 -0.26
H 2.48287 1.84970 -8.11788 0.06 -0.01 0.08
H 4.26869 3.41659 -8.92748 -0.02 -0.05 -0.04
O 3.04686 3.03147 -6.58935 -0.01 -0.01 0.06
H -8.25120 -1.35674 6.47236 -0.67 -0.22 0.17
H 3.66068 6.13874 -4.38134 -0.06 0.02 -0.04
C -6.17497 -2.26749 4.56268 -0.09 -0.22 0.26
C -7.41233 -3.24827 6.28261 -0.25 0.03 0.06
H 2.67453 -1.29248 -1.80276 0.03 0.03 0.10
H 4.97078 -1.06186 2.26313 -0.05 0.01 -0.01
H -0.02879 -2.18583 5.00532 -0.10 0.14 -0.01
O 4.45596 -0.29411 -1.43553 0.04 -0.03 0.03
H -1.71473 -2.27482 5.58140 0.01 0.04 -0.03
H 2.11475 5.46664 -3.80565 -0.01 0.02 -0.05
C 3.26048 -0.47162 -2.21471 -0.22 -0.06 -0.22
H 1.60423 0.67088 -2.96667 0.01 -0.02 -0.02
C -5.11217 -1.99940 3.72758 -0.13 -0.03 -0.01
H 3.06623 1.62394 -2.66461 -0.01 -0.04 -0.10
N -8.18330 -2.12172 5.80947 0.78 -0.10 -0.50
O -8.05769 -0.96529 3.77923 0.07 0.36 0.14
H 2.80482 3.52383 -9.92016 -0.01 -0.02 0.00
C -7.53707 -1.65399 4.60452 0.01 -0.18 0.06
C -2.75259 -2.43837 3.05029 0.15 0.02 -0.19
C -1.47403 -2.43289 3.43947 -0.14 0.11 0.20
C 2.45097 0.80321 -2.29321 0.08 0.16 0.15
H 4.90800 0.71738 2.26079 -0.05 -0.03 0.00
H 6.47909 -0.11743 2.21173 0.01 0.02 -0.06
C -3.86849 -3.67829 4.93967 0.12 0.07 -0.15
C 3.21754 3.70675 -8.92806 0.10 0.10 0.10
H 3.63357 5.04398 -2.97909 0.03 -0.05 -0.03
O -7.82651 -4.08675 7.03033 0.20 0.32 0.24
H -0.86048 -3.71909 5.03426 0.04 0.06 0.01

=====

4.
59
Properties=species:S:1:pos:R:3:forces:R:3 method="wB97M-V/def2-TZVPD" homo_lumo_gap_ev="6.10 / 6.07" energy_ha=-3037.7076 spin_multiplicity=4 e_lumo_ev="1.4 / 1.4" charge=-1
C -2.15958 1.39158 5.23998 1.21 -0.06 -0.46
H -3.69258 -1.58246 2.45517 0.20 0.27 -0.71
N -0.45742 -1.49622 -2.04196 -0.42 -0.28 -1.25
H -1.23559 -2.16106 -2.06124 -0.05 0.46 0.64
C -0.23951 1.15386 1.97150 -1.74 -0.24 -0.13
H -3.16011 1.48102 5.63009 -0.15 0.06 -0.22
C -0.21812 -1.18394 -3.47459 0.86 -1.58 -0.40
N 1.14987 0.27809 0.34724 2.81 -0.52 0.76
C -0.07126 1.78987 -2.69396 -1.14 -0.11 -0.49
C 3.60407 -0.24646 -3.15600 -0.87 0.24 0.83
N -3.15857 -1.50352 1.58730 0.44 -0.80 0.80
C 5.30628 -1.09768 -1.66448 -1.65 0.69 -0.12
C 0.22390 1.15684 5.75946 -0.09 -0.79 -0.71
H -1.12140 -0.45479 -5.20680 -0.01 0.27 0.33
C -3.60420 -0.61335 0.61891 0.09 0.19 0.44
C -1.10600 -0.17557 -4.13624 -1.15 0.99 -0.29
O 1.72204 0.69696 3.97201 -0.22 0.45 -0.06
H -1.35590 1.17894 7.20419 0.39 -0.10 -0.60
N -0.02356 -2.78595 2.50223 -0.51 0.78 -0.76
N 0.24364 -2.42175 1.28725 -1.95 -0.05 0.06
C 0.52928 1.04442 4.35882 0.54 -0.11 -0.04
H 0.79391 1.26633 -2.34599 0.57 -0.81 -0.24
N 2.66989 -0.17748 -2.18320 0.74 -0.18 -0.24
H -2.59451 1.75096 3.20973 -0.57 -0.06 -0.72
H -1.31702 1.92218 -4.54550 -0.37 0.54 0.31
C 4.30979 -1.12170 -0.68140 1.25 0.03 -0.45
H 6.31207 -1.41758 -1.43741 0.05 -0.06 -0.15
H 0.82622 -0.87454 -3.55585 -0.12 0.16 -0.03
C 4.91745 -0.59439 -2.92407 0.24 -0.49 1.06
H 3.25087 0.00036 -4.15885 0.17 0.11 0.22
H 0.30821 -2.06229 -1.69457 0.23 0.06 0.12
N 0.96675 0.66327 1.67381 0.03 -0.76 -1.15
N -0.95391 -1.91461 0.71415 1.54 -0.01 0.56
N -4.78315 0.02044 0.71997 0.82 0.15 -1.39
C -0.58134 1.29483 -4.06466 1.19 -0.81 -0.14
O -1.11126 1.31588 1.05946 0.45 0.09 1.05
H 4.56077 -1.52359 0.31013 -0.36 0.31 -0.46
H -2.06374 1.52220 -1.98438 -0.06 0.60 0.04
H 5.62576 -0.46336 -3.69561 0.67 -0.12 -0.81
C -1.84767 -1.99640 1.69951 0.62 0.72 0.10
N -1.10049 1.60331 -1.66627 0.94 1.23 0.41
H 0.97421 0.98881 6.52717 0.16 0.07 -0.41
N -3.63758 0.72987 -1.07335 -2.84 -1.28 2.63
H -0.28640 -2.12658 -4.09341 0.05 0.62 0.71
N -2.88982 -0.24097 -0.44008 -1.28 0.87 -0.36
H 0.31018 2.80690 -2.74874 -0.48 0.49 -0.27
Co -0.88103 -0.06654 -0.49470 0.01 -0.96 0.65
H 0.29171 1.35188 -4.74297 -0.20 -0.11 0.17
C -1.08515 1.19671 6.12874 -1.11 0.67 1.35
N -1.30516 -2.48676 2.82572 -0.41 -0.41 -0.45
C 2.21788 -0.50058 0.19613 -2.45 1.28 2.66
H 2.62666 -1.06338 1.07826 -0.46 1.03 -0.61
C 3.04682 -0.55325 -0.95293 0.76 -1.39 -1.29
H -2.19691 -0.24560 -3.84019 1.19 0.03 0.14
N -4.80877 0.83409 -0.35659 2.43 -0.22 -1.03
C -1.82934 1.49453 3.90082 -0.16 0.10 0.21
H -0.97791 2.31665 -0.91550 -0.71 -0.81 -0.81
H 1.59513 0.60300 2.64398 0.22 -0.42 0.32
C -0.52840 1.29858 3.40974 0.65 0.04 0.68